{"formula": "C4H9N", "method": "wB97M-V/def2-TZVPD", "smiles": "C=C(C)NC", "homo_ev": -7.48, "charge": 0, "species": ["C", "C", "C", "C", "N", "H", "H", "H", "H", "H", "H", "H", "H", "H"], "coordinates": [[0.79120, 0.98264, -0.79609], [-0.51536, 0.43540, -0.08918], [-1.60837, 1.34841, 0.01228], [0.70267, -1.83486, 0.37474], [-0.45756, -0.88300, 0.64366], [0.92281, 0.43754, -1.68553], [1.64400, 1.10048, -0.17002], [0.53796, 1.97961, -1.12033], [-1.93576, 1.85072, -0.83460], [-2.15371, 1.50539, 0.89776], [0.76054, -2.02441, -0.61818], [0.43245, -2.69619, 0.92821], [1.62388, -1.32174, 0.78452], [-0.74474, -0.88000, 1.67276]], "atomic_forces_ev_per_a": [[-3.23, -0.40, -0.29], [-0.99, 0.81, 2.05], [3.55, -3.45, 0.58], [-0.65, 4.00, 3.85], [0.29, 1.75, 0.08], [1.10, -0.94, -1.07], [0.54, -0.55, 0.65], [-0.12, 0.35, -0.05], [0.36, 1.72, -1.29], [-1.28, -0.85, 0.84], [0.28, -0.57, -3.00], [0.19, -1.00, 0.44], [-0.50, -1.11, -0.61], [0.45, 0.25, -2.17]]}